The following is a quantum chemistry calculation of an isolated molecule of C22H40BrF3IO6P at a distorted geometry, from the OMol25 dataset.

```
74
Properties=species:S:1:pos:R:3:lowdin_charge:R:1
Br 1.7536 -2.6342 1.9196 0.3792
F -1.9653 4.9943 -0.7889 0.1475
H -2.6133 -2.3224 -2.5813 0.1127
I 7.0186 0.0590 -0.8224 0.8442
H -1.6764 0.3611 5.6305 0.1439
H -3.7066 -5.7544 -2.7469 0.1071
H 6.1784 2.7840 2.6050 0.0756
H 4.4082 0.3512 -2.0802 0.1014
C 1.0809 -1.3708 -1.1773 -0.1564
H 5.2294 0.7274 1.5646 0.0739
O 1.4164 0.1591 2.8858 -0.3960
O 3.4761 -0.2126 -0.3959 -0.1852
C -0.5221 -2.8243 -2.5542 -0.2074
C -0.3124 2.3094 0.6899 -0.1348
F -1.7093 5.0710 -2.9201 0.1592
H -0.3742 -2.7741 -0.4140 0.0912
H -4.4642 -6.1493 -0.5583 0.1012
H 2.4504 1.2320 0.6481 0.0975
H 1.3783 2.7543 -0.5375 0.1469
C 0.4178 2.2321 -0.6465 -0.3013
C 5.3523 1.4025 -0.4782 -0.6733
H -3.3056 1.3907 2.1035 0.1192
H 3.4065 1.6115 -1.3934 0.1280
O -0.0068 4.3582 -1.6593 0.0625
H -2.4407 -3.9457 -0.7637 0.0912
H 0.0001 2.5794 -2.7198 0.1457
H 1.8501 -2.0524 -0.8243 0.0807
H -2.4120 2.2302 0.2072 0.1112
H -4.3386 -3.1979 -0.1672 0.0609
C -1.0449 5.1986 -1.7554 -0.7314
O -2.3383 1.9380 4.4841 -0.0461
H -0.1848 -2.2063 -3.3902 0.1107
H 7.3342 2.0972 1.4586 0.0424
H 1.3592 -1.0430 -2.1792 0.1251
H -2.1513 3.3252 2.9886 0.1361
C -1.7787 2.3240 3.2079 -0.1805
C -4.8717 -4.1089 0.1061 -0.1096
C -1.6752 1.6156 0.7261 -0.1619
P 2.6513 -0.5904 2.1019 0.6630
C -0.3304 2.9613 -1.7535 -0.0803
F -0.6036 6.4356 -1.6551 0.1955
C -1.4620 1.4049 5.3682 -0.3343
H -0.6958 2.4001 3.3157 0.1117
H -1.6345 0.6675 0.1869 0.1019
H -1.9921 0.3111 2.4669 0.1145
H -0.4539 3.3757 0.8943 0.1314
C -3.8534 -4.8426 -2.1615 -0.2216
C 1.0375 -0.1229 -0.2914 -0.3379
C -2.2156 1.3334 2.1469 -0.1548
H -4.4424 -4.4595 1.0465 0.0684
H -5.7702 -5.3559 -1.3878 0.0970
H 0.5542 -0.1668 2.5915 0.0143
H -2.1836 -3.5396 -3.7619 0.1120
H -5.9103 -3.8583 0.3161 0.0639
O -0.5441 2.0100 5.8609 0.0952
H 5.6150 2.3243 -0.9948 0.0843
H -4.3454 -4.1313 -2.8292 0.1071
H -1.4054 2.8016 -1.6867 0.1310
C 5.2443 1.6693 1.0161 -0.3547
C -4.7680 -5.1914 -0.9837 -0.2554
H 6.3524 3.5279 1.0298 0.0771
H 0.2760 -0.3119 0.4774 0.1108
C 2.3692 0.1655 0.4081 -0.4729
C 6.3578 2.5685 1.5503 -0.1217
H -1.7198 -5.1198 -1.8432 0.1141
C -0.2792 -2.0699 -1.2418 -0.2002
H 0.0789 -3.7390 -2.5559 0.1167
C 4.1104 0.8101 -1.1362 -0.2852
H -1.0674 -1.3141 -1.1540 0.1093
C -1.9855 -3.2080 -2.7384 -0.2245
O 0.6210 0.9242 -1.1639 -0.0672
H 0.3399 1.9458 1.4814 0.0915
C -2.4593 -4.3154 -1.7899 -0.2195
H 4.2961 2.1908 1.1984 0.1079
```

Summary:
SMILES: CCCCCCCC[C@H](O[C@H](CCCCOC=O)COC(F)(F)F)[C@H](OC[C@H](I)CC)P(O)Br
Orbital gap in eV: 9.76
Lowest unoccupied orbital energy in eV: 0.32
HOMO level in hartree: -0.3471

=====

The following is a quantum chemistry calculation of a structure of composition C5H4FO4S at a distorted geometry, from the OMol25 dataset.

```
15
Properties=species:S:1:pos:R:3:nbo_charge:R:1
H -1.2900 -0.7401 1.9076 0.2369
H 2.3918 1.0594 -1.0560 0.2094
C 1.5969 0.5305 -0.5068 -0.3355
H 1.9961 -1.3498 -1.3383 0.2044
S -1.8771 0.2546 -0.3071 2.3479
H 1.1932 2.3995 0.5340 0.1902
O -3.2312 0.1134 0.3385 -1.0451
C 0.9220 1.3151 0.3292 0.1848
C 0.4388 -1.4727 0.0706 0.4567
O -1.4735 1.6133 -0.4729 -1.0034
F 0.4144 -2.7854 0.2842 -0.3392
C -0.7214 -0.2269 1.0130 -0.1832
O 0.0404 0.8578 1.2799 -0.5166
O -1.7231 -0.7176 -1.3851 -1.0029
C 1.3225 -0.8510 -0.6908 -0.4044
```

Summary:
ΔE to the lowest compared entry with this formula, charge and spin in kcal per mole: 0.0
Orbital gap in eV: 8.06
Lowest unoccupied orbital energy in eV: 3.71
HOMO level in hartree: -0.1599
Net charge: -1

=====

The following is a quantum chemistry calculation of a cluster of 16 separate species, C37H113N19O16 in total at a distorted geometry, from the OMol25 dataset.

```
185
Properties=species:S:1:pos:R:3:lowdin_charge:R:1
H 3.7575 -2.2661 -3.5108 0.1068
N 3.8007 -4.5225 -2.6052 0.1735
H 6.6171 2.2879 2.0766 0.0860
C 6.5126 2.4939 1.0049 -0.0803
H 0.6593 3.1733 5.0699 0.0696
H 5.9806 -2.7844 1.5662 0.0803
H 2.0111 1.1433 4.9813 0.0697
C -1.1926 5.2119 4.3622 -0.1816
H 3.1456 6.0170 4.2661 0.0822
H -0.3972 -6.5715 0.5390 0.1095
H 1.3871 -3.2834 2.1364 0.0964
H -3.5379 -1.6657 1.4824 0.0754
H 2.4779 5.5433 2.6145 0.0672
O 2.2248 -3.7298 -1.2104 -0.0024
O 2.8798 4.3354 -0.2859 -0.1457
H -3.4490 -2.6719 -4.0197 0.1131
H 0.0895 4.7128 -1.9047 0.0948
H -0.3118 5.4696 3.7710 0.1207
N 1.3102 2.1151 2.1721 0.0710
H 4.2305 5.6309 2.9807 0.0778
H 1.9775 -4.0563 -4.8191 0.0660
H -0.3644 -3.7170 -3.2800 0.0765
C -4.4522 -3.8461 -6.1751 -0.0745
C -1.2437 -1.8785 4.9334 -0.6553
C -2.3333 5.7396 6.4071 -0.1096
C -3.9308 -2.7575 -0.3287 -0.4364
H 0.8421 4.6533 -4.0456 0.0896
H -5.8485 -2.1019 0.4541 0.1260
H -1.0996 -0.4503 6.3647 0.1002
H 5.0015 -2.4919 0.1599 0.0646
H 6.0586 0.5007 -3.0224 0.1212
C 0.7323 0.8705 0.1249 -0.2068
H -0.4840 3.3344 6.4294 0.0836
H -2.6312 -1.5441 -1.2031 0.0356
H -5.1325 -4.5536 -6.6501 0.0768
H -7.4467 0.6653 -0.6766 0.0821
O -5.6729 -4.1028 0.5699 -0.1897
H -5.1682 4.8412 -1.1198 0.0700
H -4.5211 1.6996 -0.2900 0.1256
H -3.6997 -1.7826 -2.2148 0.0467
C -1.3372 3.7012 4.5250 -0.4464
H -2.4016 2.2698 -1.5345 0.0721
C 0.7250 3.7390 -3.4611 -0.1159
H -3.7437 -3.5540 -6.9544 0.0726
H 1.0008 0.3319 -2.3606 0.0651
N -4.9013 0.1508 5.0069 0.1606
C 0.4759 -0.2102 2.3639 -0.0439
H 1.9249 1.0984 -7.2834 0.0710
H -6.5130 -5.3240 -0.9095 0.0862
O -6.4342 2.4910 -0.7471 -0.1965
N 5.4146 0.6367 -2.2587 0.1929
H 1.7826 2.7697 1.5594 0.0587
H -3.5126 -3.6877 -0.7305 0.1138
H 3.6972 2.6537 5.2415 0.0541
C -4.4110 3.0853 -1.9072 -0.4450
H 0.2033 -3.1730 5.1432 0.1023
O 0.7599 4.0441 -2.0686 -0.1306
N -3.6463 -1.6225 -1.2123 0.0652
N -4.2886 4.3469 -1.1706 0.0365
H -1.9533 2.1456 3.5398 0.0396
H 3.7436 -5.4760 -2.2963 0.1152
H -0.5765 -0.2141 -1.8859 0.0829
C 6.0422 0.0944 0.8575 -0.1839
C 3.2397 5.3928 3.3762 -0.1285
O -0.3467 -5.0223 2.5552 -0.0106
H -3.1086 -3.4726 1.5234 0.0870
H 2.3566 4.0171 -1.0373 0.0203
H -2.1207 -3.2160 -5.0652 0.1184
H 3.0747 6.2016 0.5473 0.0584
N 0.2448 -5.8029 0.5474 0.1739
H -5.7220 0.4452 5.5114 0.1047
H 0.7136 -5.5115 -0.2987 0.0785
H -3.0305 -0.0793 3.5433 0.0307
C 6.7738 -1.1579 0.3288 -0.4412
H -6.6202 1.2058 0.8404 0.0820
H 5.0001 0.1141 0.5203 0.1059
O -2.3423 -4.1044 -3.1415 -0.2081
N 3.2376 -2.3205 -2.6546 0.1989
H -4.7833 -5.4818 -0.6879 0.0725
H 7.0271 -1.0148 -0.7230 0.1262
H -1.3179 -2.3455 -2.5977 0.0563
H 5.7514 0.6866 -1.3088 0.0537
H -3.2227 5.4780 5.8262 0.0890
C 1.2439 0.8274 1.5438 -0.4329
N 3.4316 1.5641 -1.7130 0.1806
C 0.7994 -0.4452 -6.1888 -0.3839
H -0.2598 3.3752 -3.7704 0.0647
C -1.1968 -3.4281 -2.6340 -0.0960
N 4.0751 2.1380 6.0242 0.1677
N 2.6562 0.4830 5.3791 0.1668
H -2.0330 5.5407 3.7418 0.1244
C -3.7578 -4.5930 -5.0221 -0.4091
H 2.5590 3.6038 3.3801 0.0207
H -4.1873 -5.2331 -3.3014 0.0512
H 1.5341 0.9514 -4.8204 0.0287
H -4.2353 -0.5101 5.3652 0.0826
H -0.0664 -0.4875 -6.8485 0.1357
H 1.7869 -3.9539 0.5526 0.0469
N -3.6297 0.6809 3.2210 0.1511
H -2.2802 3.5705 5.0730 0.1255
O 3.7168 0.7054 -3.7912 0.0122
H -6.0788 -2.8864 -1.0349 0.1200
H -3.6355 4.8469 -1.7622 0.0535
N 1.3346 -4.0190 1.4560 0.1907
H 0.4591 2.4958 2.5784 0.0343
N -4.8005 -5.0399 -4.0936 0.0360
H -2.1256 3.3763 2.6368 0.0909
C -3.1604 -2.5408 0.9570 -0.0374
H 4.9771 2.4050 6.3782 0.1082
H 2.9078 -0.2060 -6.4769 0.0730
C -4.7572 0.9228 3.9056 -0.7081
H 0.9844 -0.4957 3.2864 0.0600
H -4.9186 3.3863 -2.8315 0.1329
O 1.6399 -2.7893 -6.4615 -0.1490
H -0.2269 -1.8997 6.7119 0.1036
C 2.0122 0.0391 -7.0469 -0.0624
H 2.0163 -0.4664 -8.0157 0.0717
H -3.2023 1.2695 2.5318 0.0823
H -0.5563 0.0770 2.5814 0.0648
H 1.4057 2.9355 -3.7342 0.0610
H -4.9691 -2.9397 -5.8630 0.0774
H 4.3623 -4.3467 -3.4210 0.1034
H 1.9355 6.1956 -0.7238 0.0766
H -5.8021 -6.0904 0.5941 0.0910
H 6.6007 -3.2431 -0.0205 0.0794
H 2.4241 -0.4656 5.6254 0.0957
C 1.4912 -4.0359 -5.7971 -0.1101
H -5.4560 -4.3825 -3.6881 0.0694
H 7.2486 3.2770 0.8377 0.0898
C 1.1803 -1.7929 -5.5434 -0.2131
C 3.7719 0.8309 6.0361 -0.7312
C 2.8799 5.7371 -0.4205 -0.1606
H 7.8394 -1.4245 2.0429 0.0758
H -2.5608 6.6967 6.8740 0.0879
N 8.0170 -1.2920 1.0527 0.0293
C 6.0329 -2.4857 0.5179 -0.0474
C -2.8710 -3.5440 -4.3370 -0.2053
H 8.4929 -0.3949 1.0225 0.0721
H 1.2545 1.6889 -0.3766 0.0925
H 0.2586 -2.0708 -5.0262 0.1015
O 3.3338 4.0220 3.7742 -0.1551
H -2.0980 -2.4946 0.6955 0.0714
H 2.2215 0.3404 1.4368 0.1327
H 3.6772 6.0352 -1.1055 0.0839
H 2.6677 2.0369 -2.1662 0.0620
C -5.1560 2.0059 -1.1251 -0.2030
C 3.0421 -3.5367 -2.1050 -0.6845
H -3.2687 -5.4958 -5.3831 0.1420
C -5.7235 -5.3030 -0.1531 -0.1101
H -5.4296 1.1991 -1.8122 0.1231
H 1.9328 -1.4988 -4.8084 0.0991
C 4.1723 0.8872 -2.6734 -0.6737
H -0.7165 -3.5884 3.7659 0.0635
H 5.4888 2.8650 0.9167 0.0784
H -2.5600 3.3024 -3.0330 0.0592
H 0.2282 1.4338 -5.5782 0.0643
O -5.5780 1.7716 3.5737 0.0039
C -3.0376 2.5842 -2.3615 -0.0682
N 0.6444 0.6077 -5.1682 0.0364
O 6.7460 1.2566 0.3380 -0.2295
H 2.6376 -1.6514 -2.1963 0.0824
C 0.4909 -0.4594 -1.8066 -0.1183
C 0.3588 -4.9240 1.5575 -0.7018
H 0.5669 -1.4368 -2.2785 0.0600
H -2.2426 4.9441 7.1490 0.0825
H 1.8429 -4.8749 -6.3982 0.0897
H 0.4365 -4.2893 -5.6464 0.0781
H 0.3275 -1.1430 1.8169 0.0626
H -0.9853 -3.7800 -1.6244 0.0880
C -5.4354 -2.9162 -0.1477 -0.1920
H 3.7963 1.8799 -0.8316 0.0851
O 0.8669 -0.4212 -0.4537 -0.1737
H -0.5879 1.9171 5.4450 0.0710
N -0.6169 -3.0026 4.5872 0.1910
O -2.1495 -1.3707 4.2470 -0.0220
C -7.1722 1.5196 -0.0479 -0.1093
O -1.1778 5.9264 5.5987 -0.1721
H 6.0211 0.0210 1.9467 0.1302
H -3.1761 1.7513 -3.0551 0.0794
H -0.3324 1.1346 0.1451 0.1304
C -0.3641 2.9842 5.4022 -0.0462
N -0.7141 -1.3247 6.0489 0.1616
N -1.4271 2.9678 3.2562 0.0472
H -8.1199 1.9954 0.2043 0.0884
O 4.3726 0.0342 6.7446 0.0046
```

Summary:
Orbital gap in eV: 9.18
Lowest unoccupied orbital energy in eV: 0.10
HOMO level in hartree: -0.3335

=====

The following is a quantum chemistry calculation of a structure of composition C45H47MgN8P2Se2 at a distorted geometry, from the OMol25 dataset.

```
105
Properties=species:S:1:pos:R:3:lowdin_charge:R:1
C 4.3667 -2.3500 -2.4327 -0.1075
H -4.2505 -1.5671 4.8078 0.1126
H 5.3969 3.2067 -1.2595 0.0993
H 3.8685 -7.0173 -1.9936 0.1054
H 0.6150 3.6976 -1.0014 0.0374
C 5.4988 -1.6025 -2.8290 -0.0770
N -4.1038 2.1284 0.9075 -0.1049
H -3.3079 -1.2049 0.1375 0.0474
C -4.9536 -0.0359 0.3737 -0.1655
H 1.9068 -4.2194 3.8956 0.1047
H -0.3679 4.7999 -0.1152 0.0430
H 3.0309 3.2952 -1.9812 0.1171
H 3.3207 -4.8756 -3.1176 0.0912
H 6.1526 1.4448 0.3427 0.0966
C 2.9273 -0.6384 -3.3209 -0.1147
H 3.9209 0.9774 -4.3496 0.1191
H 4.6038 -0.2589 1.0855 0.0943
Se 0.8435 -3.2446 -4.4530 0.2715
H -0.8350 3.2871 1.5471 0.0818
C 4.1496 -3.7052 1.3540 -0.0652
C 2.9429 0.5430 -0.0134 -0.3447
H 6.4806 -2.0024 -2.6218 0.0987
H -3.6234 0.0259 6.6176 0.1085
H -3.8708 0.9753 -3.6924 0.0573
C -3.2763 0.1725 5.5963 -0.0605
C 1.9446 -4.2777 -1.5773 -0.3362
H 4.0322 -2.0971 -0.0839 0.0790
H 1.1611 -6.1023 1.1686 0.0883
H -4.9170 4.0466 1.4129 0.1256
N -2.5050 0.6236 2.9973 0.1004
H -1.7367 3.5308 4.1931 0.1104
Mg -1.9980 1.0546 0.8642 0.4569
N -1.6675 -1.6199 -0.7844 -0.0740
C -3.6137 -1.3331 2.1013 -0.1446
C 1.3202 -4.6002 -0.3756 -0.0667
C 2.4956 1.5426 -0.8946 -0.0797
C -2.5866 4.6782 -4.0369 -0.1621
C -5.2818 1.3237 1.0053 -0.2090
H 1.4699 1.5419 -1.2484 0.1041
H -4.7868 0.0832 -0.6878 0.0851
H 0.5761 -3.9738 0.1068 0.1050
H -4.6682 1.3697 -2.2125 0.0464
H -6.2060 1.7540 0.5810 0.1218
H 5.0441 -4.1687 0.9358 0.1103
H -0.9859 5.9522 -3.2453 0.0833
C 3.5934 -2.5506 0.8029 -0.1039
C -3.6592 -0.6836 4.5677 -0.0286
H 0.9788 -2.0990 2.8779 0.0588
H -2.2311 1.9928 6.0130 0.1052
H -3.9795 3.1465 -4.4828 0.0684
H -4.5206 -1.8982 2.3098 0.1177
C 3.5104 -4.2809 2.4524 -0.1000
H -3.8113 2.3625 -0.0503 0.1047
C 1.6033 -5.8421 0.2446 -0.0701
C 5.3203 -0.4362 -3.5237 -0.1006
H 6.2068 0.1221 -3.8022 0.1029
C -0.0734 4.5477 -1.1350 -0.1001
C -2.7574 3.9609 1.6864 -0.1839
C 2.8862 -5.1304 -2.1759 -0.1238
H -2.7737 4.8913 2.3147 0.1236
H -3.1402 0.5412 -2.2029 0.0499
C 4.0463 0.0391 -3.7829 -0.0749
C -3.2261 3.4415 -3.8176 -0.1287
N -3.6888 -0.6197 0.8557 -0.0998
H 4.5236 -3.3070 -1.9436 0.0891
C 1.8735 -2.5926 2.5008 -0.1257
H -4.3974 3.0867 2.7825 0.1157
C -4.1382 3.3167 1.7314 -0.2092
C 3.3976 2.5292 -1.2884 -0.0815
H -5.8002 -0.7140 0.5036 0.1128
H 2.7709 -7.6204 0.1184 0.0929
C 5.1324 1.4807 0.0020 -0.0723
C 0.3839 -1.0888 -0.3745 -0.3947
C -1.5608 5.0223 -3.1167 -0.1259
H -2.5181 4.2344 0.6518 0.1035
C -2.5116 1.2659 5.2751 -0.0263
C 2.3828 -3.7369 3.0543 -0.0811
C -2.9692 2.6165 -2.7400 -0.2467
H -2.7626 -2.0450 2.0031 0.1383
N -1.6257 2.1806 -0.7255 -0.0854
C -3.2602 -0.4373 3.2754 -0.2410
H 3.9746 -5.1703 2.8873 0.1051
H 0.5153 5.3640 -1.5850 0.0623
N -1.6636 3.0363 2.0699 -0.0982
C 4.7106 2.4529 -0.9028 -0.0927
C -1.2261 4.2072 -2.0440 -0.2551
N -0.9902 -2.2175 -1.7121 0.0153
H -0.3538 2.6089 3.6609 0.0568
C 3.1677 -6.3117 -1.5382 -0.0943
C -1.9235 2.9347 -1.7556 -0.4281
C 2.4885 -1.9925 1.4117 -0.3491
C 3.0979 -1.8739 -2.6885 -0.3506
H 1.9296 -0.2139 -3.4486 0.1161
Se 0.7970 0.5981 2.3519 0.4777
C -1.4167 2.7842 3.4812 -0.1870
C -2.1347 1.4920 3.9404 -0.2449
H -5.5272 1.1586 2.0655 0.1134
C 0.3129 -1.9261 -1.5156 -0.4370
P 1.5087 -2.7884 -2.5398 0.4783
H -2.8378 5.2897 -4.8880 0.0511
C 4.2448 0.5029 0.4285 -0.0991
C -3.7118 1.3220 -2.7006 -0.0942
P 1.6589 -0.5100 0.7658 0.6357
N -0.8964 -0.9203 0.0454 -0.0608
C 2.5436 -6.6827 -0.3550 -0.0904
```

Summary:
ΔE to the lowest compared entry with this formula, charge and spin in kcal per mole: 0.0
Orbital gap in eV: 3.81
Lowest unoccupied orbital energy in eV: 2.04
HOMO level in hartree: -0.0652
Net charge: -1